Record 1
# C40H76BN9O7P2S4

3 unconnected molecules or ions with the total composition C40H76BN9O7P2S4 at a distorted geometry (ωB97M-V/def2-TZVPD, OMol25).

Values from the calculation:
Structure (SMILES): C#CCc1c(N)c(COCCOCCOCC)c2c(c1S)Sc1c(CCCCO)c(S)cc(S)c1N2B(O)N(C)C.CN(C)P(=O)(N(C)C)N(C)C.CN(C)P(=O)(N(C)C)N(C)C
Total charge: 0
LUMO in eV: 0.33
Kohn-Sham gap in eV: 8.39

Last column: Mulliken charge in e.
CARTESIAN COORDINATES (ANGSTROEM)
C  0.28707  -5.75584  -3.56375  0.01
C  0.04704  -4.94924  -2.70791  -0.46
C  -0.27076  -3.99905  -1.63473  -1.70
C  0.90302  -3.07878  -1.33957  1.05
C  2.06323  -3.65976  -0.82894  -0.33
N  2.06777  -5.06771  -0.58201  -0.36
C  3.17963  -2.85373  -0.56531  0.81
C  4.41242  -3.50608  0.03561  -1.52
O  4.06192  -4.11640  1.29439  -0.50
C  3.54636  -3.18990  2.23543  -0.22
C  2.07028  -3.43961  2.49019  -0.08
O  1.65194  -2.86038  3.70866  -0.44
C  0.24016  -2.99723  3.83282  -0.54
C  -0.42400  -1.63383  3.65221  0.02
O  -1.82768  -1.72737  3.79319  -0.48
C  -2.53165  -1.79986  2.56396  0.14
C  -3.44426  -0.59350  2.31646  -1.17
C  3.17151  -1.48358  -0.82108  -1.99
C  1.98445  -0.91840  -1.28962  0.29
C  0.86644  -1.69860  -1.54201  1.70
S  -0.56359  -0.81296  -2.12467  -0.35
S  1.94254  0.83901  -1.55738  0.00
C  3.04130  1.37163  -0.26989  0.18
C  2.83260  2.57923  0.40402  0.29
C  1.63740  3.45030  0.06074  -1.92
C  0.61651  3.61484  1.20723  -0.88
C  0.28479  2.28704  1.91982  0.37
C  0.86326  2.26831  3.32534  -0.52
O  0.86502  0.93192  3.83278  -0.36
C  3.75558  2.95178  1.38721  1.04
S  3.70646  4.48430  2.29352  -0.20
C  4.82249  2.13256  1.73492  -0.54
C  4.99050  0.92633  1.07542  0.49
S  6.38781  -0.08357  1.54308  -0.21
C  4.10995  0.53597  0.06537  -2.04
N  4.36318  -0.71594  -0.58859  0.60
B  5.12500  -0.51422  -1.87423  0.47
O  4.47286  -0.14329  -3.04666  -0.26
N  6.56143  -0.66787  -1.91856  0.08
C  7.06559  -0.47111  -3.29348  -1.02
C  6.97582  -2.03624  -1.52656  -1.14
H  0.52856  -6.54806  -4.22859  0.46
H  -1.16270  -3.44258  -1.89822  0.51
H  -0.46597  -4.60060  -0.74583  0.28
H  2.04659  -5.22105  0.42014  0.27
H  2.96110  -5.44309  -0.88038  0.41
H  4.77019  -4.32816  -0.58308  0.39
H  5.17724  -2.76578  0.24084  0.53
H  4.05557  -3.38029  3.18766  0.59
H  3.75389  -2.14340  1.99732  -0.29
H  1.50556  -2.95167  1.68089  0.18
H  1.84337  -4.51133  2.44539  0.25
H  -0.15196  -3.68021  3.07237  0.28
H  -0.03099  -3.39402  4.81226  0.35
H  -0.12630  -1.19862  2.69482  0.10
H  -0.06586  -1.00487  4.46740  0.19
H  -1.88500  -1.96966  1.69706  -0.07
H  -3.17690  -2.68158  2.62659  0.48
H  -3.49988  0.08390  3.16611  0.23
H  -3.17075  -0.02354  1.42642  0.36
H  -4.45971  -0.95045  2.14463  0.32
H  -1.37525  -1.71587  -2.68629  0.17
H  1.09456  2.96763  -0.74818  0.28
H  2.02014  4.40990  -0.29699  0.61
H  -0.29233  3.99967  0.73973  0.49
H  0.91320  4.37251  1.93083  0.38
H  -0.79960  2.21378  2.02497  0.44
H  0.60835  1.41343  1.35208  -0.44
H  1.88624  2.64239  3.33831  0.22
H  0.24673  2.87979  3.99239  0.25
H  1.64938  0.77520  4.36134  0.24
H  2.91312  5.20863  1.49712  0.17
H  5.51825  2.41992  2.51002  0.53
H  7.37606  0.54573  0.88765  0.21
H  4.31587  0.80963  -3.00925  0.27
H  8.15078  -0.59229  -3.31249  0.41
H  6.64684  -1.18812  -4.00423  0.33
H  6.86992  0.53838  -3.64730  0.31
H  7.97592  -2.24576  -1.89872  0.45
H  7.02949  -2.12557  -0.44107  0.22
H  6.27170  -2.80173  -1.86449  0.31
O  3.62659  3.22844  -5.77664  -0.87
P  2.34791  2.76329  -6.40168  0.88
N  2.78506  1.19629  -6.93803  0.19
C  2.67214  0.67964  -8.28408  -0.90
C  3.21614  0.25759  -5.91287  -1.00
N  2.23757  3.89017  -7.68891  0.17
C  1.83258  3.56200  -9.04354  -1.04
C  3.24449  4.94713  -7.72809  -1.02
N  0.63542  2.49876  -6.49797  0.06
C  -0.08811  3.60339  -5.80658  -1.11
C  0.07622  1.25343  -5.95638  -1.07
H  1.67833  0.83599  -8.71821  0.31
H  2.83305  -0.39824  -8.29985  0.36
H  3.41647  1.12147  -8.95479  0.26
H  2.39007  -0.05350  -5.25655  0.21
H  3.98320  0.69822  -5.27691  0.24
H  3.64249  -0.64542  -6.34632  0.43
H  2.65119  3.11752  -9.62099  0.31
H  1.52064  4.46976  -9.56815  0.38
H  0.97253  2.89647  -9.06718  0.27
H  4.21264  4.57806  -8.08666  0.31
H  3.38184  5.39312  -6.74811  0.30
H  2.91405  5.74727  -8.39468  0.34
H  0.12357  3.61068  -4.73278  0.32
H  -1.16404  3.50029  -5.94543  0.39
H  0.20746  4.56741  -6.21726  0.35
H  0.28326  1.12481  -4.88930  0.36
H  0.43266  0.37442  -6.48931  0.27
H  -1.00635  1.25629  -6.09339  0.38
O  -6.42995  -0.48413  3.90744  -0.65
P  -7.56530  -0.14160  4.81856  0.50
N  -6.95810  1.26695  5.58726  0.20
C  -6.81703  1.48827  7.01012  -0.91
C  -6.65038  2.39346  4.71939  -0.95
N  -7.51853  -1.50750  5.85087  0.18
C  -7.67804  -1.46402  7.29311  -1.01
C  -6.57115  -2.56422  5.50117  -1.07
N  -9.22471  0.12493  5.25656  0.03
C  -10.10701  -0.79388  4.48309  -1.12
C  -9.79886  1.46748  5.10133  -1.03
H  -7.73236  1.26301  7.56803  0.31
H  -6.59534  2.53473  7.21958  0.37
H  -5.99802  0.89939  7.43467  0.24
H  -7.55696  2.85313  4.29791  0.27
H  -6.02499  2.08184  3.87852  0.20
H  -6.10814  3.17397  5.24982  0.40
H  -6.75455  -1.16203  7.79941  0.31
H  -7.94364  -2.45686  7.66716  0.37
H  -8.48865  -0.80627  7.59923  0.28
H  -5.54021  -2.29145  5.75521  0.35
H  -6.62010  -2.79838  4.44233  0.28
H  -6.82624  -3.48069  6.03825  0.35
H  -10.07545  -0.57341  3.41181  0.36
H  -11.13875  -0.70792  4.82317  0.40
H  -9.79706  -1.82763  4.62553  0.32
H  -9.76282  1.83290  4.07056  0.35
H  -9.31057  2.19379  5.74749  0.30
H  -10.84287  1.44004  5.41636  0.37

Cartesian forces, eV/Å:
C 0.0 0.1 0.3
C -0.1 -0.1 -0.3
C 0.5 -0.2 -0.1
C -0.1 -0.3 0.1
C 0.0 0.7 -0.2
N 0.1 0.1 -0.1
C 0.8 -0.3 -0.1
C -1.0 -0.1 0.9
O 0.1 0.2 -0.4
C 0.3 -0.5 1.3
C -0.2 0.9 -0.8
O 0.0 -0.5 0.0
C -0.5 0.3 -0.2
C 0.3 -0.3 0.8
O 0.3 0.1 -0.5
C -0.8 -0.3 0.1
C -0.3 0.0 -0.3
C -0.5 -0.5 0.1
C 0.6 0.6 0.2
C -0.6 -0.4 -0.4
S -0.1 0.9 0.1
S -0.3 0.0 0.0
C 0.2 -0.5 0.3
C -0.3 0.2 0.0
C 0.3 -0.3 0.5
C -0.3 -0.2 -0.4
C -0.4 0.5 0.3
C 0.4 -0.6 0.3
O -0.2 0.1 -0.2
C 0.1 0.4 0.0
S 0.1 0.0 0.0
C -0.4 -0.1 -0.4
C 0.5 0.2 0.1
S -0.1 -0.3 0.3
C 0.6 -0.2 0.3
N -0.7 0.1 -1.0
B 0.7 0.4 0.3
O 0.4 0.3 0.6
N -0.7 -1.3 -1.3
C 0.5 0.5 0.0
C 0.1 0.3 1.2
H 0.0 0.1 -0.2
H -0.1 0.0 0.2
H -0.2 0.1 0.0
H 0.0 -0.1 0.0
H -0.1 -0.2 0.0
H 0.2 0.1 0.0
H 0.1 0.0 -0.3
H 0.1 0.0 -0.1
H -0.1 0.0 -0.3
H -0.1 -0.2 -0.1
H 0.2 -0.1 0.2
H 0.0 -0.2 0.1
H 0.2 0.0 0.1
H 0.0 0.1 0.1
H 0.0 0.1 -0.3
H 0.3 0.1 0.2
H 0.1 -0.1 0.0
H 0.2 -0.1 0.1
H 0.2 0.1 0.1
H -0.1 0.1 0.1
H 0.4 -0.4 0.1
H 0.1 0.2 -0.2
H -0.2 0.1 -0.1
H 0.0 0.1 0.0
H 0.1 -0.1 0.1
H 0.0 -0.2 -0.1
H 0.2 0.0 0.0
H 0.0 0.2 -0.1
H 0.1 0.2 -0.1
H 0.1 0.1 0.0
H 0.0 -0.1 -0.1
H 0.0 0.1 0.0
H -0.2 0.1 -0.1
H -0.5 -0.1 -0.3
H 0.0 0.0 0.2
H -0.1 0.0 0.0
H -0.2 0.0 0.0
H 0.0 0.0 -0.2
H 0.0 0.1 0.0
H 0.2 -0.1 -0.3
O -1.8 0.0 2.7
P 1.6 -0.9 -5.8
N 0.0 -0.2 0.3
C -0.4 0.2 -0.2
C 0.1 0.3 0.4
N 0.3 0.2 0.1
C -0.5 0.0 -0.1
C 0.2 0.0 0.1
N 0.1 0.7 2.9
C 0.0 0.3 -0.4
C 0.1 -0.5 -0.1
H 0.1 0.1 0.0
H 0.1 0.0 0.2
H -0.1 0.0 0.0
H 0.1 -0.1 0.0
H 0.0 0.0 -0.1
H 0.0 0.1 -0.2
H 0.0 0.0 0.0
H 0.1 0.1 0.1
H 0.1 -0.1 0.1
H 0.0 0.1 0.0
H 0.1 -0.1 0.0
H -0.1 -0.1 -0.1
H -0.1 -0.1 0.0
H 0.0 -0.1 -0.1
H 0.1 -0.1 -0.1
H -0.1 0.0 0.0
H 0.3 0.1 0.0
H 0.0 0.2 0.0
O -2.2 0.5 -2.3
P 2.7 -0.4 5.6
N -0.1 0.4 -0.3
C -0.3 -0.2 0.2
C 0.0 -0.2 -0.5
N 0.3 -0.2 -0.2
C -0.5 0.0 0.1
C 0.2 0.0 -0.1
N -0.4 0.0 -3.0
C 0.0 -0.4 0.3
C 0.1 0.4 0.2
H 0.0 -0.1 0.0
H 0.0 0.0 -0.2
H -0.1 0.0 0.1
H 0.1 0.1 0.0
H 0.0 0.0 0.0
H 0.0 -0.1 0.2
H 0.0 0.0 0.0
H 0.0 0.0 -0.1
H 0.1 0.2 -0.1
H 0.0 -0.1 -0.1
H 0.1 0.1 0.0
H -0.1 0.1 0.1
H -0.1 0.1 0.0
H 0.0 0.1 0.1
H 0.1 0.0 0.1
H -0.1 0.0 0.0
H 0.2 -0.1 0.0
H 0.0 -0.2 -0.1

Record 2
# C21H19N3O4RuS

A molecular structure, C21H19N3O4RuS (ωB97M-V/def2-TZVPD, OMol25).

Values from the calculation:
Total charge: +2
LUMO (spin up / spin down) in eV: -9.35 / -9.35
Kohn-Sham gap (spin up / spin down) in eV: 5.23 / 5.23
Energy above the lowest of the compared OMol25 structures with the same formula, charge and spin in kcal per mole: 8.24

Last column: natural (NBO) charge in e.
CARTESIAN COORDINATES (ANGSTROEM)
Ru  0.95963  -0.81106  0.05284  1.42
C  1.80577  3.20904  1.33034  -0.69
C  1.36343  1.79935  1.21034  0.33
N  1.76678  1.00482  0.27554  -0.23
N  2.66456  1.39061  -0.67056  -0.31
C  3.01718  0.34772  -1.35422  0.56
O  2.44093  -0.84986  -1.01108  -0.47
C  3.99397  0.33164  -2.41096  -0.12
C  4.67106  1.51547  -2.73489  -0.15
C  5.60344  1.50252  -3.75025  -0.20
C  5.86377  0.32121  -4.43964  -0.11
C  5.19248  -0.85386  -4.12102  -0.20
C  4.25515  -0.85514  -3.10739  -0.16
C  0.44268  1.12048  2.12738  0.16
C  -0.09968  1.67174  3.26786  -0.18
C  -0.89773  0.88008  4.08829  -0.08
C  -1.12164  -0.44634  3.75705  -0.21
C  -0.55565  -0.95255  2.60215  0.10
N  0.18949  -0.17791  1.80004  -0.42
H  2.82574  3.31342  0.96841  0.28
H  1.74104  3.56654  2.35445  0.25
H  1.16729  3.83818  0.70345  0.28
H  4.45984  2.42504  -2.19018  0.24
H  6.13273  2.40854  -4.00968  0.24
H  6.59690  0.31814  -5.23518  0.24
H  5.40128  -1.76296  -4.66690  0.24
H  3.72586  -1.76405  -2.85650  0.23
H  0.10547  2.70079  3.52393  0.26
H  -1.33080  1.29950  4.98664  0.27
H  -1.73391  -1.08878  4.37334  0.27
H  -0.71325  -1.97335  2.28041  0.25
C  -6.55632  -1.07764  1.41164  -0.65
C  -5.18970  -1.18353  0.80764  0.07
C  -4.41269  -2.32884  0.99185  -0.20
C  -3.16850  -2.45348  0.40089  -0.19
C  -2.70266  -1.39889  -0.38025  -0.35
C  -3.45092  -0.24225  -0.59137  -0.19
C  -4.68643  -0.14539  0.01644  -0.19
S  -1.21079  -1.60163  -1.23050  2.33
O  -0.27440  -2.39502  -0.32689  -0.89
O  -1.34432  -2.03204  -2.56299  -0.78
O  -0.43909  -0.22106  -1.10191  -0.76
H  -6.69661  -1.79495  2.21734  0.24
H  -7.31159  -1.28031  0.64936  0.26
H  -6.74308  -0.07491  1.79396  0.24
H  -4.79681  -3.14307  1.59263  0.24
H  -2.58487  -3.35645  0.52694  0.25
H  -3.08126  0.55636  -1.22158  0.25
H  -5.28381  0.74413  -0.13720  0.24

Cartesian forces, eV/Å:
Ru -0.5 0.3 -0.8
C 0.0 0.0 0.0
C 0.1 0.0 0.0
N -0.1 0.1 0.0
N 0.0 0.0 0.1
C 0.0 0.1 -0.1
O 0.4 -0.3 0.6
C 0.0 0.0 0.0
C 0.0 0.0 0.0
C 0.0 0.0 0.0
C 0.0 0.0 0.0
C 0.0 0.0 0.0
C 0.0 0.0 0.0
C -0.1 0.0 0.0
C 0.0 0.0 0.0
C 0.0 0.0 0.0
C 0.0 0.0 0.0
C 0.0 0.0 0.0
N 0.3 -0.2 0.3
H 0.0 0.0 0.0
H 0.0 0.0 0.0
H 0.0 0.0 0.0
H 0.0 0.0 0.0
H 0.0 0.0 0.0
H 0.0 0.0 0.0
H 0.0 0.0 0.0
H 0.0 0.0 0.0
H 0.0 0.0 0.0
H 0.0 0.0 0.0
H 0.0 0.0 0.0
H 0.0 0.0 0.0
C 0.0 0.0 0.0
C 0.0 0.0 0.0
C 0.0 0.0 0.0
C 0.0 0.0 0.0
C 0.0 0.0 0.0
C 0.0 0.0 0.0
C 0.0 0.0 0.0
S -0.1 0.0 0.0
O 0.0 0.1 0.1
O 0.0 0.0 0.0
O -0.1 0.0 0.0
H 0.0 0.0 0.0
H 0.0 0.0 0.0
H 0.0 0.0 0.0
H 0.0 0.0 0.0
H 0.0 0.0 0.0
H 0.0 0.0 0.0
H 0.0 0.0 0.0